[1]
Below is a cluster of 2 separate species, C22H26N4O3 in total, with properties calculated with ωB97M-V with the def2-TZVPD basis set.

CARTESIAN COORDINATES (ANGSTROEM)
N1 1.340 1.139 2.337
C1 2.317 0.627 1.542
N2 3.113 1.553 1.018
C2 4.090 1.136 0.202
C3 4.290 -0.213 -0.106
C4 3.457 -1.182 0.455
C5 2.429 -0.758 1.308
O1 1.556 -1.621 1.938
C6 1.209 -2.833 1.250
C7 -0.122 -3.316 1.778
C8 -0.141 -4.436 2.623
C9 -1.341 -4.918 3.148
C10 -2.544 -4.284 2.838
C11 -2.555 -3.163 2.002
C12 -3.770 -2.529 1.704
C13 -3.795 -1.399 0.884
C14 -2.605 -0.897 0.359
C15 -1.391 -1.524 0.645
C16 -1.341 -2.666 1.466
H1 0.898 0.468 2.959
H2 1.522 2.080 2.667
H3 4.751 1.877 -0.237
H4 5.102 -0.494 -0.768
H5 3.626 -2.234 0.241
H6 1.982 -3.587 1.425
H7 1.136 -2.677 0.169
H8 0.785 -4.937 2.885
H9 -1.340 -5.784 3.802
H10 -3.472 -4.664 3.256
H11 -4.700 -2.910 2.114
H12 -4.736 -0.905 0.661
H13 -2.624 -0.009 -0.263
H14 -0.486 -1.097 0.231
C17 -1.033 1.118 -4.542
N3 -2.051 1.340 -3.515
C18 -1.897 1.946 -2.332
O2 -2.867 2.061 -1.589
C19 -0.510 2.478 -1.901
C20 0.320 1.359 -1.256
N4 -0.665 3.576 -0.942
C21 0.193 4.542 -0.617
C22 1.579 4.584 -1.232
O3 -0.134 5.413 0.173
H15 -0.664 2.074 -4.919
H16 -1.466 0.560 -5.374
H17 -0.200 0.544 -4.135
H18 -2.991 1.022 -3.704
H19 0.007 2.846 -2.787
H20 0.318 0.470 -1.886
H21 1.350 1.682 -1.121
H22 -0.101 1.106 -0.283
H23 -1.558 3.622 -0.471
H24 1.515 4.506 -2.314
H25 2.177 3.774 -0.820
H26 2.043 5.533 -0.967

## Properties
- Strongest force on any atom: 0.0396 Eh/bohr
- LUMO: 0.29 eV
- Energy above the lowest of the compared OMol25 structures with the same formula, charge and spin: 172.0 kJ/mol
- Highest occupied orbital energy: -0.2974 hartree
- E: -35340.017 eV
- Orbital gap: 8.381 eV
- SMILES: Nc1ncccc1OCc1cccc2ccccc12.CNC(=O)[C@H](C)NC(C)=O

[2]
Below is a structure of composition C22H26N4O4, with properties calculated with ωB97M-V with the def2-TZVPD basis set.

CARTESIAN COORDINATES (ANGSTROEM)
C1 -7.591 -1.222 -1.896
H1 -8.363 -1.102 -2.617
C2 -7.365 0.010 -1.006
C3 -6.227 -0.262 -0.130
C4 -6.131 0.729 0.759
C5 -4.901 0.764 1.764
C6 -3.902 1.764 1.443
C7 -3.325 1.712 -0.277
C8 -2.705 0.362 -0.462
O1 -3.052 -0.543 -1.136
N1 -1.588 0.370 0.410
C9 -0.739 -0.795 0.309
C10 -0.707 -2.178 -0.546
C11 0.297 -2.856 -0.405
C12 1.379 -2.822 0.252
C13 1.359 -1.789 1.423
C14 0.462 -0.979 1.370
H2 0.436 -0.042 2.090
H3 2.357 -1.571 1.928
C15 2.530 -3.645 0.307
O2 2.521 -4.903 0.044
N2 3.624 -2.885 0.167
N3 3.711 -1.549 -0.034
C16 4.668 -0.885 -0.152
C17 4.530 0.672 -0.638
C18 3.346 1.058 -0.176
C19 3.085 2.220 -0.230
C20 4.162 3.432 -0.555
C21 5.301 2.703 -0.638
C22 5.620 1.331 -0.613
H4 6.583 1.079 -0.912
H5 6.175 3.370 -1.102
H6 3.974 4.373 -0.544
N4 1.743 2.822 0.001
O3 0.867 2.131 0.431
O4 1.637 4.336 -0.137
H7 2.464 0.383 -0.118
H8 5.741 -1.308 -0.209
H9 4.582 -3.475 -0.126
H10 0.109 -3.651 -1.029
H11 -1.491 -2.163 -0.939
H12 -1.363 1.041 1.173
H13 -4.229 1.733 -0.829
H14 -2.620 2.327 -0.362
H15 -4.361 2.948 1.276
H16 -2.815 1.797 1.962
H17 -4.329 -0.256 1.669
H18 -4.927 0.876 2.809
H19 -6.201 1.958 0.291
H20 -7.137 0.918 1.647
H21 -5.373 -0.217 -0.788
H22 -6.311 -1.137 0.381
H23 -7.287 0.931 -1.617
H24 -8.349 -0.138 -0.249
H25 -7.612 -2.243 -1.347
H26 -6.716 -1.163 -2.404

## Properties
- Strongest force on any atom: 0.3602 Eh/bohr
- LUMO: -1.64 eV
- Energy above the lowest of the compared OMol25 structures with the same formula, charge and spin: 2467.4 kJ/mol
- Highest occupied orbital energy: -0.2862 hartree
- E: -37363.002 eV
- Orbital gap: 6.145 eV

[3]
Below is a structure of composition C22H27AuNO3P2, with properties calculated with ωB97M-V with the def2-TZVPD basis set.

CARTESIAN COORDINATES (ANGSTROEM)
C1 -2.110 2.706 -2.354
C2 -1.751 1.386 -2.008
C3 -0.396 1.013 -2.222
C4 0.604 2.056 -2.277
C5 0.222 3.383 -2.552
C6 -1.131 3.692 -2.650
C7 1.928 1.692 -1.912
C8 2.259 0.325 -1.937
C9 1.174 -0.620 -1.945
C10 1.429 -1.954 -1.522
C11 2.771 -2.390 -1.475
C12 3.825 -1.468 -1.671
C13 3.571 -0.131 -1.843
H1 -3.167 2.965 -2.280
H2 1.047 4.097 -2.704
H3 -1.433 4.700 -3.010
H4 2.575 2.427 -1.438
H5 2.971 -3.420 -1.159
H6 4.848 -1.848 -1.709
H7 4.358 0.608 -1.944
N1 -0.101 -0.296 -2.256
Au1 -0.082 0.340 2.134
C14 -2.669 0.436 -1.286
H8 -2.437 -0.601 -1.549
H9 -3.715 0.674 -1.477
C15 0.275 -2.756 -0.960
H10 -0.649 -2.556 -1.521
H11 0.521 -3.817 -0.971
P1 -2.378 0.537 0.570
P2 -0.080 -2.257 0.813
C16 1.213 -3.159 1.752
H12 1.032 -3.060 2.831
H13 1.213 -4.227 1.494
H14 2.197 -2.728 1.530
C17 -1.512 -3.351 1.134
H15 -1.197 -4.406 1.059
H16 -1.906 -3.160 2.143
H17 -2.293 -3.142 0.388
C18 -2.839 2.260 1.024
H18 -3.739 2.588 0.487
H19 -3.015 2.325 2.110
H20 -1.995 2.914 0.769
C19 -3.838 -0.380 1.179
H21 -3.833 -0.440 2.276
H22 -4.755 0.129 0.846
H23 -3.812 -1.399 0.766
C20 -1.173 -0.633 3.342
O1 -1.815 -1.231 4.088
H24 1.322 1.536 0.312
C21 2.752 1.240 3.084
C22 2.648 1.885 1.770
O2 3.370 2.665 1.212
O3 1.348 1.588 1.259
H25 2.101 1.759 3.775
H26 3.768 1.319 3.434
H27 2.483 0.184 3.058

## Properties
- Strongest force on any atom: 0.0831 Eh/bohr
- LUMO (alpha / beta): -3.05 / -5.46 eV
- Energy above the lowest of the compared OMol25 structures with the same formula, charge and spin: 85.6 kJ/mol
- Total charge: +1
- Highest occupied orbital energy (alpha / beta): -0.3243 / -0.4093 hartree
- 2S+1: 3
- E: -53146.672 eV
- Orbital gap (alpha / beta): 5.780 / 5.675 eV

[4]
Below is a structure of composition C22H27BLiN9O5Se, with properties calculated with ωB97M-V with the def2-TZVPD basis set.

CARTESIAN COORDINATES (ANGSTROEM)
Li1 -0.354 -0.889 0.300
C1 0.357 0.362 4.079
C2 1.018 0.463 2.744
C3 2.372 0.237 2.434
C4 2.450 0.451 1.085
N1 1.227 0.788 0.628
N2 0.331 0.802 1.662
B1 0.970 1.415 -0.761
N3 1.541 0.459 -1.834
C5 2.787 0.431 -2.351
C6 2.922 -0.725 -3.084
C7 1.679 -1.373 -2.949
C8 1.244 -2.673 -3.546
N4 0.861 -0.659 -2.187
N5 -0.538 1.616 -0.951
C9 -1.205 2.744 -1.241
C10 -2.550 2.451 -1.252
C11 -2.622 1.084 -0.940
C12 -3.854 0.251 -0.788
N6 -1.401 0.593 -0.751
N7 1.681 2.767 -0.899
C13 1.930 3.460 -2.034
C14 2.396 4.702 -1.678
C15 2.394 4.683 -0.268
C16 2.833 5.757 0.676
N8 1.954 3.524 0.187
H1 0.803 1.073 4.777
H2 -0.705 0.588 3.996
H3 0.478 -0.637 4.500
H4 3.159 -0.074 3.098
H5 3.290 0.375 0.414
H6 3.486 1.228 -2.163
H7 3.785 -1.055 -3.636
H8 1.340 -2.656 -4.633
H9 1.853 -3.495 -3.167
H10 0.209 -2.876 -3.282
H11 -0.677 3.668 -1.405
H12 -3.369 3.123 -1.447
H13 -4.716 0.803 -1.163
H14 -3.776 -0.685 -1.342
H15 -4.019 -0.002 0.259
H16 1.744 3.017 -3.000
H17 2.700 5.503 -2.331
H18 2.819 6.731 0.187
H19 2.175 5.790 1.544
H20 3.848 5.574 1.036
O1 -2.748 -0.056 2.483
C17 -2.539 -1.391 2.897
C18 -2.580 -2.408 1.792
C19 -2.995 -3.738 2.007
C20 -2.742 -4.688 1.069
C21 -1.856 -4.369 -0.095
C22 -1.907 -2.891 -0.333
N9 -2.130 -2.004 0.579
H21 -1.971 0.257 1.993
H22 -3.316 -1.620 3.629
H23 -1.572 -1.487 3.410
H24 -3.500 -3.987 2.933
H25 -3.041 -5.719 1.208
H26 -2.178 -4.884 -1.007
H27 -1.380 -1.552 -1.618
O2 0.671 -2.371 0.755
Se1 1.071 -3.808 0.038
O3 1.959 -4.674 1.073
O4 -1.553 -2.516 -1.570
O5 -0.538 -4.809 0.233

## Properties
- Strongest force on any atom: 0.0032 Eh/bohr
- LUMO (alpha / beta): 2.68 / 2.11 eV
- Energy above the lowest of the compared OMol25 structures with the same formula, charge and spin: 0.0 kJ/mol
- Total charge: -1
- Highest occupied orbital energy (alpha / beta): -0.1613 / -0.2095 hartree
- 2S+1: 2
- E: -113133.331 eV
- Orbital gap (alpha / beta): 7.068 / 7.807 eV